(1)
{"formula": "C4H5NO", "method": "the ωB97M-V functional and the def2-TZVPD basis", "elements": ["C", "C", "C", "C", "N", "O", "H", "H", "H", "H", "H"], "positions_angstrom": [[-0.479, 0.226, 0.038], [0.905, -0.078, -0.035], [-1.269, 1.299, 0.099], [-0.647, -1.284, -0.014], [2.722, 1.007, -0.058], [0.791, -1.401, -0.087], [-2.342, 1.205, 0.127], [-0.840, 2.283, 0.117], [-1.038, -1.755, 0.888], [-1.128, -1.691, -0.902], [3.325, 0.187, -0.173]], "forces_ev_per_angstrom": [[-1.5, -0.1, 0.0], [6.8, 2.6, -0.2], [0.6, -0.6, 0.0], [-1.5, -0.3, 0.1], [-4.6, -1.9, 0.1], [0.2, 0.6, 0.0], [-0.2, 0.0, 0.0], [0.1, 0.3, 0.0], [0.1, 0.0, 0.0], [0.1, 0.0, 0.0], [-0.2, -0.5, 0.0]], "homo_lumo_gap_ev": [5.98, 7.60], "relative_energy_kcal_mol": 178.70, "total_energy_ev": -7758.777, "charge": 0}

***

(2)
{"formula": "C4H5NO", "method": "the ωB97M-V functional and the def2-TZVPD basis", "elements": ["C", "N", "C", "C", "C", "O", "H", "H", "H", "H", "H"], "positions_angstrom": [[1.512, 0.446, -0.014], [0.941, 0.273, 1.113], [-0.248, -0.526, 0.831], [-1.145, 0.409, -0.087], [-0.216, -0.619, -0.644], [1.041, -0.208, -1.106], [2.312, 1.143, -0.225], [-0.517, -1.262, 1.589], [-0.883, 1.391, 0.274], [-2.124, 0.406, -0.572], [-0.673, -1.451, -1.160]], "forces_ev_per_angstrom": [[0.2, 0.1, 0.4], [-0.1, 0.2, -0.4], [-0.5, 0.1, 0.0], [-0.2, -0.1, 0.4], [-0.1, -0.1, -0.2], [0.1, 0.3, 0.0], [0.3, -0.3, 0.2], [-0.2, 0.2, -0.4], [0.4, 0.3, -0.9], [-0.2, -0.8, 1.1], [0.2, 0.1, -0.3]], "homo_lumo_gap_ev": 10.61, "relative_energy_kcal_mol": 52.28, "total_energy_ev": -7764.259, "smiles": "C1=N[C@H]2C[C@H]2O1", "charge": 0}

***

(3)
{"formula": "C4H5NO", "method": "the ωB97M-V functional and the def2-TZVPD basis", "elements": ["O", "C", "C", "C", "N", "C", "H", "H", "H", "H", "H"], "positions_angstrom": [[-1.727, -1.062, 0.851], [-0.635, -0.500, 0.336], [0.110, -0.755, -0.755], [1.080, 0.320, -0.302], [0.465, 1.623, -0.206], [0.187, 0.637, 0.848], [-1.832, -1.790, 0.220], [-0.056, -1.178, -1.737], [2.152, 0.228, -0.226], [-0.316, 1.697, -0.853], [0.445, 0.874, 1.870]], "forces_ev_per_angstrom": [[-0.2, -0.2, -0.5], [0.4, -0.1, -0.2], [0.0, 0.3, -0.1], [0.5, 0.2, -0.1], [-0.1, 0.3, -0.2], [0.1, -0.1, 0.4], [-0.8, -0.3, 0.5], [0.0, -0.2, 0.2], [0.0, 0.1, -0.1], [0.0, 0.0, 0.1], [0.0, 0.0, -0.1]], "homo_lumo_gap_ev": 9.16, "relative_energy_kcal_mol": 77.57, "total_energy_ev": -7763.163, "charge": 0}

***

(4)
{"formula": "C4H5NO", "method": "the ωB97M-V functional and the def2-TZVPD basis", "elements": ["C", "C", "C", "C", "N", "O", "H", "H", "H", "H", "H"], "positions_angstrom": [[-0.983, -0.767, 0.696], [0.171, 0.226, 0.757], [1.417, 0.013, -0.071], [0.554, 0.848, -0.547], [0.014, 1.561, -1.650], [0.073, 0.902, -2.666], [-1.879, -0.350, 1.170], [-1.235, -0.973, -0.352], [-0.748, -1.722, 1.176], [0.271, 0.779, 1.698], [2.346, -0.517, -0.211]], "forces_ev_per_angstrom": [[0.0, -0.1, 0.0], [-0.2, 0.0, 0.2], [-0.1, 0.0, -0.3], [0.1, -0.3, 0.0], [0.2, -0.3, -0.3], [-0.1, 0.4, 0.3], [0.2, -0.1, 0.0], [0.1, 0.0, 0.2], [0.0, 0.1, 0.0], [-0.1, 0.0, -0.2], [-0.1, 0.1, 0.1]], "homo_lumo_gap_ev": [8.81, 8.81], "relative_energy_kcal_mol": 122.55, "total_energy_ev": -7761.212, "smiles": "C[C@H]1C=C1N=O", "charge": 0}

***

(5)
{"formula": "C4H5NO", "method": "the ωB97M-V functional and the def2-TZVPD basis", "elements": ["C", "C", "O", "C", "N", "C", "H", "H", "H", "H", "H"], "positions_angstrom": [[1.462, 0.212, 0.031], [0.248, 0.673, -0.559], [-0.681, -0.526, -1.361], [-1.259, -1.052, -0.327], [-1.037, -0.633, 0.898], [-0.327, 0.546, 0.753], [1.530, -0.736, 0.537], [2.404, 0.733, -0.173], [0.276, 1.617, -1.100], [-2.015, -1.825, -0.495], [-0.445, 1.331, 1.490]], "forces_ev_per_angstrom": [[-0.2, -0.2, 0.4], [-0.9, -0.6, -0.8], [0.6, 1.0, 0.5], [0.0, 0.0, 0.5], [0.0, -0.2, -0.4], [0.8, 0.3, 0.1], [-0.1, -0.2, -0.3], [-0.5, 0.1, 0.4], [-0.1, -0.3, -0.1], [0.3, 0.2, -0.1], [0.1, 0.0, -0.2]], "homo_lumo_gap_ev": 8.91, "relative_energy_kcal_mol": 78.63, "total_energy_ev": -7763.117, "charge": 0}

***

(6)
{"formula": "C4H5NO", "method": "the ωB97M-V functional and the def2-TZVPD basis", "elements": ["N", "C", "C", "C", "C", "O", "H", "H", "H", "H", "H"], "positions_angstrom": [[0.055, -0.851, -2.708], [0.020, -0.065, -1.862], [-0.030, 0.865, -0.731], [-0.543, 0.153, 0.505], [0.291, -0.827, 1.193], [0.102, 0.483, 1.717], [-0.659, 1.726, -0.980], [0.971, 1.251, -0.517], [-1.626, 0.050, 0.565], [-0.173, -1.634, 1.758], [1.292, -1.046, 0.810]], "forces_ev_per_angstrom": [[0.0, 0.7, 0.7], [0.0, -0.6, -0.7], [0.1, 0.1, 0.1], [-0.2, -0.1, -0.1], [0.2, -0.4, -0.1], [0.0, 0.2, 0.2], [0.1, -0.2, 0.0], [-0.1, -0.1, -0.1], [0.1, 0.0, 0.0], [0.0, 0.2, -0.1], [-0.3, 0.1, 0.1]], "homo_lumo_gap_ev": 11.83, "relative_energy_kcal_mol": 36.48, "total_energy_ev": -7764.945, "smiles": "N#CC[C@H]1CO1", "charge": 0}

***

(7)
{"formula": "C4H5NO", "method": "the ωB97M-V functional and the def2-TZVPD basis", "elements": ["C", "C", "C", "O", "C", "N", "H", "H", "H", "H", "H"], "positions_angstrom": [[1.592, -0.062, -0.545], [0.184, -0.012, -0.078], [-0.354, -0.062, 1.145], [-1.693, 0.037, 1.137], [-1.923, 0.268, -0.171], [-0.884, 0.250, -0.936], [1.874, 0.907, -0.972], [1.705, -0.816, -1.330], [2.282, -0.296, 0.271], [0.168, -0.658, 1.924], [-2.950, 0.444, -0.443]], "forces_ev_per_angstrom": [[0.1, -0.1, -0.1], [-0.9, 1.0, -0.6], [2.7, -2.6, 2.1], [-0.1, 0.3, -0.6], [-0.3, 0.0, -0.7], [-0.5, 0.2, -0.2], [0.0, -0.2, 0.1], [0.0, 0.1, 0.1], [-0.1, 0.0, -0.1], [-0.9, 1.2, 0.1], [0.0, 0.0, -0.1]], "homo_lumo_gap_ev": 10.29, "relative_energy_kcal_mol": 16.38, "total_energy_ev": -7765.816, "smiles": "Cc1cocn1", "charge": 0}

***

(8)
{"formula": "C4H5NO", "method": "the ωB97M-V functional and the def2-TZVPD basis", "elements": ["O", "C", "N", "C", "C", "C", "H", "H", "H", "H", "H"], "positions_angstrom": [[2.079, 1.040, 0.001], [1.197, 0.565, 0.672], [0.024, -1.206, -0.361], [-0.305, -0.187, -1.287], [-0.176, 0.190, 0.184], [-1.404, 0.294, 0.915], [1.349, 0.256, 1.727], [-0.788, -1.764, -0.100], [0.511, 0.185, -1.902], [-1.297, -0.186, -1.725], [-1.191, 0.815, 1.875]], "forces_ev_per_angstrom": [[-0.5, -0.1, 0.3], [0.3, 0.2, -0.2], [-0.1, -0.3, -0.3], [-0.1, -0.1, -0.3], [-0.1, 0.0, 0.5], [0.5, -0.1, 0.0], [0.1, 0.2, 0.0], [-0.1, 0.1, -0.1], [0.0, -0.1, 0.2], [0.1, 0.2, 0.2], [-0.1, 0.1, -0.2]], "homo_lumo_gap_ev": 8.23, "relative_energy_kcal_mol": 120.92, "total_energy_ev": -7761.283, "charge": 0}

***

(9)
{"formula": "C4H5NO", "method": "the ωB97M-V functional and the def2-TZVPD basis", "elements": ["N", "C", "C", "C", "C", "O", "H", "H", "H", "H", "H"], "positions_angstrom": [[2.705, 0.599, 0.471], [1.864, -0.132, 0.162], [0.688, -0.911, -0.207], [-0.413, -0.032, 0.353], [-1.358, 0.878, -0.295], [-1.732, -0.446, 0.081], [0.678, -1.846, 0.377], [0.696, -1.155, -1.273], [0.024, 0.275, 1.324], [-1.871, 1.591, 0.350], [-1.282, 1.179, -1.341]], "forces_ev_per_angstrom": [[-0.7, -0.8, -0.2], [1.6, 0.6, -0.2], [0.2, 0.1, -0.1], [0.4, 0.1, 0.2], [0.1, 0.3, -0.1], [0.0, -0.2, 0.4], [0.0, 0.3, -0.3], [-0.2, 0.2, 0.2], [-1.6, -0.3, 0.3], [0.4, 0.2, -0.2], [-0.2, -0.5, 0.1]], "homo_lumo_gap_ev": 11.72, "relative_energy_kcal_mol": 48.27, "total_energy_ev": -7764.433, "smiles": "N#CC[C@H]1CO1", "charge": 0}

***

(10)
{"formula": "C4H5NO", "method": "the ωB97M-V functional and the def2-TZVPD basis", "elements": ["C", "C", "C", "C", "N", "O", "H", "H", "H", "H", "H"], "positions_angstrom": [[-1.661, -0.208, 0.129], [-0.219, 0.626, 0.486], [0.897, 1.024, -0.271], [1.693, -0.149, -0.301], [1.190, -1.126, 0.411], [0.120, -0.597, 1.002], [-2.335, -0.126, 0.976], [-1.950, 0.272, -0.780], [-1.545, -1.311, -0.078], [1.200, 1.959, -0.748], [2.610, -0.364, -0.827]], "forces_ev_per_angstrom": [[-0.4, 1.6, -0.3], [-0.6, -2.5, -0.8], [-0.7, -0.5, -0.1], [0.4, 0.0, 0.2], [1.4, 0.3, 0.5], [1.3, -1.0, 0.9], [-0.2, 0.4, -0.3], [-1.0, 0.4, -0.3], [0.5, 1.4, 0.1], [-0.7, -0.4, 0.1], [0.1, 0.3, 0.0]], "homo_lumo_gap_ev": 9.65, "relative_energy_kcal_mol": 108.63, "total_energy_ev": -7761.816, "smiles": "Cc1ccno1", "charge": 0}

***

(11)
{"formula": "C4H5NO", "method": "the ωB97M-V functional and the def2-TZVPD basis", "elements": ["O", "C", "C", "C", "C", "N", "H", "H", "H", "H", "H"], "positions_angstrom": [[1.833, -0.996, 1.473], [0.980, -0.673, 0.694], [-0.134, 0.352, 0.931], [-0.635, 0.608, -0.486], [-0.072, -0.580, -1.221], [0.849, -1.237, -0.630], [0.238, 1.234, 1.456], [-0.888, -0.125, 1.571], [-1.711, 0.766, -0.603], [-0.105, 1.454, -0.935], [-0.357, -0.803, -2.249]], "forces_ev_per_angstrom": [[-0.3, 0.1, -0.3], [0.2, -0.1, 0.4], [0.1, 0.0, 0.0], [0.0, 0.0, 0.0], [0.2, 0.0, 0.0], [-0.4, 0.1, 0.0], [0.0, -0.2, -0.1], [0.1, 0.1, -0.2], [0.2, -0.1, 0.0], [-0.2, 0.3, 0.1], [0.1, -0.1, 0.1]], "homo_lumo_gap_ev": 10.26, "relative_energy_kcal_mol": 6.64, "total_energy_ev": -7766.238, "smiles": "O=C1CCC=N1", "charge": 0}

***

(12)
{"formula": "C4H5NO", "method": "the ωB97M-V functional and the def2-TZVPD basis", "elements": ["C", "C", "C", "N", "C", "O", "H", "H", "H", "H", "H"], "positions_angstrom": [[-1.314, -0.302, -0.044], [0.132, 0.128, -0.184], [0.332, 1.565, -0.407], [0.442, 2.718, -0.456], [1.256, -0.600, 0.433], [0.939, -0.761, -0.938], [-1.909, 0.207, -0.806], [-1.378, -1.378, -0.232], [-1.741, -0.070, 0.938], [2.203, -0.085, 0.576], [1.038, -1.421, 1.120]], "forces_ev_per_angstrom": [[0.0, 0.0, 0.0], [-0.1, 0.1, 0.2], [0.1, 1.1, 0.1], [-0.1, -1.4, -0.1], [0.1, 0.0, 0.2], [0.0, 0.0, -0.3], [0.0, -0.1, 0.1], [0.1, 0.2, 0.2], [0.2, 0.0, -0.2], [-0.2, 0.0, 0.2], [0.0, 0.0, -0.3]], "homo_lumo_gap_ev": 12.04, "relative_energy_kcal_mol": 37.84, "total_energy_ev": -7764.886, "smiles": "C[C@@]1(C#N)CO1", "charge": 0}